ORCA calculation (ωB97M-V/def2-TZVPD) on 2 unconnected molecules or ions with the total composition C3H10N3S in a non-equilibrium geometry.

Geometry as ORCA input:
```
! RIJCOSX wB97M-V def2-TZVPD def2/J DEFGRID3
* xyz -1 1
H -0.887 1.420 0.402
N 0.479 2.819 -0.304
H -0.288 1.174 -2.578
N 0.192 -2.260 0.929
N -1.652 -2.044 2.288
H 1.376 2.273 -0.285
S 1.233 -0.036 -1.114
H -1.441 2.521 -0.896
C -0.612 -1.520 1.733
C -0.295 0.790 -1.563
H 0.668 -1.799 0.131
H -2.123 -1.398 2.898
H -0.371 -0.452 1.825
H -1.195 0.147 -1.488
H 0.572 3.419 -1.155
C -0.603 1.888 -0.556
H -0.108 -3.283 0.890
*
```

Calculated values
molecular weight = 120.201 g mol⁻¹
maximum force = 2.27 eV Å⁻¹
energy = -18579.7938 eV
orbital gap = 7.187 eV

---

ORCA calculation (ωB97M-V/def2-TZVPD) on 4 unconnected molecules or ions with the total composition C4H11NO3 in a non-equilibrium geometry.

Geometry as ORCA input:
```
! RIJCOSX wB97M-V def2-TZVPD def2/J DEFGRID3
* xyz 0 1
H -1.923 -2.565 1.520
O 2.813 2.071 1.012
H 0.346 1.349 1.430
H 2.049 2.591 1.165
H -1.895 0.467 -1.242
C -1.872 -1.966 0.701
N -1.796 -0.441 -0.914
H 1.448 0.387 1.309
H 0.226 -0.731 -1.370
C -0.533 -1.983 0.174
H 0.299 -2.511 0.771
H 2.878 2.299 -0.002
O 0.725 0.673 0.835
H -3.703 -0.968 -0.022
H 1.451 1.119 -0.716
C -2.645 -1.031 0.061
H 2.246 1.224 -2.021
C -0.557 -1.051 -0.779
O 1.812 1.833 -1.267
*
```

Calculated values
molecular weight = 121.136 g mol⁻¹
maximum force = 5.01 eV Å⁻¹
energy = -11956.8691 eV
SMILES string = c1cc[nH]c1.O.O.O
orbital gap = 8.745 eV

---

ORCA calculation (ωB97M-V/def2-TZVPD) on 7 unconnected molecules or ions with the total composition C7H24O7 in a non-equilibrium geometry.

Geometry as ORCA input:
```
! RIJCOSX wB97M-V def2-TZVPD def2/J DEFGRID3
* xyz 0 1
H -1.886 -2.803 0.653
H -0.965 2.498 0.240
C -0.731 0.328 0.787
H -0.550 -2.746 -1.660
H 1.965 -1.938 1.848
H -0.071 2.782 -2.795
O 1.282 -0.961 3.342
H 1.700 -0.228 3.684
O 1.374 3.420 1.330
H 1.699 -0.916 0.749
H 0.405 3.142 1.127
O -1.926 1.425 2.949
C -1.528 1.660 0.607
H 0.124 -2.062 -3.110
H 0.297 -0.336 -1.808
H -0.834 -0.050 1.889
H -1.522 -1.769 -3.000
H 2.117 -1.824 -1.545
H -2.676 -1.606 1.066
H 0.339 0.609 0.661
C -0.433 -0.810 -1.404
O 2.398 -2.340 -2.276
C -2.097 2.181 2.002
H 1.703 -2.322 -2.937
C -0.687 -1.949 -2.312
O 2.341 0.893 -0.728
O 1.710 -1.858 0.917
H 0.583 -1.262 4.016
H -2.572 1.489 -0.009
H -2.404 3.215 1.910
C -2.047 -1.780 0.232
H -2.640 -2.070 -0.683
C -1.039 -0.750 -0.172
O 0.099 2.195 -1.959
H 2.222 1.255 -1.685
H 3.165 0.395 -0.585
H -0.682 1.709 -1.851
H 1.762 3.182 0.506
*
```

Calculated values
molecular weight = 220.262 g mol⁻¹
maximum force = 7.02 eV Å⁻¹
energy = -21976.8008 eV
SMILES string = C/C=C(\C)CCC=O.O.O.O.O.O.O
orbital gap = 8.786 eV

---

ORCA calculation (ωB97M-V/def2-TZVPD) on 2 unconnected molecules or ions with the total composition Cl2H2NO2PS in a non-equilibrium geometry.

Geometry as ORCA input:
```
! RIJCOSX wB97M-V def2-TZVPD def2/J DEFGRID3
* xyz 0 1
N 0.629 1.192 -0.003
H -0.005 1.989 -0.037
O 1.073 -1.242 -0.445
H 1.444 1.609 -0.406
S -1.318 -1.487 3.355
P 0.128 -0.193 -0.818
Cl -0.661 -1.659 1.596
O -1.312 -0.409 -0.442
Cl 0.022 0.199 -2.799
*
```

Calculated values
molecular weight = 181.968 g mol⁻¹
maximum force = 1.56 eV Å⁻¹
energy = -50785.1809 eV
orbital gap (alpha / beta) = 5.203 / 5.302 eV

---

ORCA calculation (ωB97M-V/def2-TZVPD) on 10 unconnected molecules or ions with the total composition C44H94NO32P5 in a non-equilibrium geometry.

Geometry as ORCA input:
```
! RIJCOSX wB97M-V def2-TZVPD def2/J DEFGRID3
* xyz 0 1
H 7.425 7.218 -6.355
O 7.394 4.411 -6.788
H 1.558 4.817 6.848
O 1.300 -1.310 6.415
H 5.519 -6.023 -3.646
C -5.227 -6.617 0.115
C -1.371 4.687 -5.326
O -1.417 4.289 -3.111
H -5.336 -10.139 4.548
H 4.639 1.532 -5.287
H -8.990 -8.694 4.304
H 2.689 5.398 5.644
H -6.510 5.106 4.750
H -12.182 4.001 4.941
H 7.224 -2.820 -9.473
H -5.331 -7.669 0.380
O 5.137 4.259 -5.456
H 3.045 -3.383 0.187
C 6.927 8.311 -4.685
H 4.948 -0.114 4.248
H 4.301 2.463 -1.171
C 6.648 7.119 -5.598
H 7.659 -1.722 -8.098
H -1.099 0.861 3.000
H 5.418 4.529 -0.627
O 1.989 -4.733 -0.716
H 1.223 -2.654 1.531
O -6.351 -6.311 4.141
H -9.552 3.727 0.715
O 2.939 2.663 0.406
H 8.103 3.260 -1.948
C 4.428 4.347 -0.207
H 9.788 3.843 -2.218
C 6.817 -2.399 -3.646
H 7.708 -7.606 -4.067
H 4.652 3.735 -7.444
O 8.765 -4.967 -4.599
P 2.366 1.158 0.461
H -0.288 1.265 -0.102
C -5.570 -5.633 1.321
C -1.131 0.711 1.921
H 4.834 -6.905 -4.808
H 4.609 1.370 -7.148
H 0.458 -4.262 1.683
H -10.712 2.116 2.285
H 2.802 0.933 3.168
P -9.947 4.942 3.380
H 4.947 2.407 0.461
O 2.113 0.558 -0.880
O -6.905 -5.858 1.590
H -0.311 2.556 1.103
H -4.982 -8.303 2.868
C -0.067 6.511 5.173
O 7.300 -3.485 -6.206
C 4.573 -0.321 3.246
N -3.676 -2.332 -5.212
C 7.565 -3.823 -7.530
H 6.284 -8.494 -3.476
O 1.900 0.482 7.632
C -9.921 -8.128 4.317
O 1.114 6.533 5.639
O -2.581 4.180 -4.905
H 8.623 -4.021 -7.702
H 7.106 9.203 -5.285
C 8.679 3.591 -4.032
H 7.013 -4.689 -7.895
C 5.837 -6.589 -4.522
C 7.508 -2.082 -2.285
C -11.254 3.491 5.198
C 4.920 1.926 -6.264
H -12.479 1.945 6.036
O 6.352 -5.754 -5.494
C 1.497 -0.349 9.728
O 1.147 -1.289 8.698
C 4.520 3.350 -6.432
O -8.874 -6.572 3.018
C 6.667 -7.857 -4.273
H 5.441 -0.553 2.628
C 1.503 -0.770 7.494
H -5.411 -4.591 1.041
H -7.380 2.923 2.834
H -10.702 1.610 6.151
H -5.850 4.851 3.078
C -5.823 -8.985 2.743
H 4.357 4.853 0.756
H -2.207 0.124 -6.126
H -2.131 0.992 1.591
H -0.833 3.951 -5.922
H 4.092 -1.299 3.210
H -11.525 1.956 0.687
C -6.310 4.391 3.952
C -10.571 3.900 1.063
H -11.577 1.384 4.640
C -2.821 -1.603 -5.402
C -6.184 -9.931 3.895
H -11.088 4.244 0.168
H -1.062 -0.356 1.705
C 1.628 5.287 5.868
H 7.607 -1.972 -4.265
O 0.150 -3.637 -0.168
H 2.216 -0.746 10.445
C 4.184 2.869 -0.166
H 6.041 -2.450 -8.323
H 6.105 8.356 -3.971
H -6.532 -10.896 3.526
O -0.330 5.250 4.739
O -10.784 4.975 1.984
C -2.607 3.967 -3.566
C -0.173 1.484 0.959
H -0.636 5.969 -3.802
H -1.650 -0.284 -4.502
O 1.147 1.248 1.467
H -10.877 3.994 6.088
C 7.115 -2.613 -8.408
H -10.583 -8.212 3.455
C -7.643 3.707 3.544
H 3.324 0.873 9.184
C 2.258 -4.091 0.447
O -3.545 3.528 -2.907
P -7.239 -6.731 2.932
H -4.829 -5.889 2.079
C -11.512 2.001 5.536
H 6.943 -2.458 -1.432
H -12.276 2.850 2.012
C 0.800 -4.332 -1.182
H 9.170 2.636 -4.217
C 3.712 0.758 2.594
C 0.861 4.493 4.755
H 3.437 3.454 -6.360
O 7.317 3.500 -4.336
O 3.532 0.366 1.259
H -1.512 5.645 -5.826
H -8.936 -6.309 5.118
O -0.719 7.470 5.030
H 7.653 -1.011 -2.143
H 5.911 -1.794 -3.647
C -9.545 -6.669 4.288
H 3.622 4.757 -0.815
H 2.702 -4.802 1.144
O 6.868 5.911 -4.785
O 0.334 -4.745 -2.233
C 0.955 -3.569 1.004
P 7.405 -4.579 -5.034
O 6.542 -3.796 -3.927
H -5.852 -6.389 -0.748
H 1.402 4.526 3.810
H 0.679 3.465 5.070
H -0.907 -1.160 -5.977
H -4.211 -6.455 -0.245
H -10.449 -6.061 4.250
H -10.361 -8.395 5.278
H 6.009 1.941 -6.289
O -10.345 3.526 4.083
H 8.521 5.012 -2.380
H -8.078 3.249 4.432
H -5.630 3.568 4.167
H 1.812 1.696 9.305
O -7.045 -8.273 2.484
C 8.740 3.951 -2.500
C 2.257 0.748 9.002
H 5.665 7.213 -6.059
H 0.364 4.480 -4.111
O -8.440 4.662 2.861
H 8.545 -2.398 -2.178
H 9.147 4.272 -4.744
C -11.326 2.614 1.533
C -1.762 -0.664 -5.517
H -6.973 -9.436 4.462
P 6.731 4.496 -5.451
H 0.669 0.190 10.189
H 7.833 8.207 -4.089
H -5.646 -9.526 1.813
C -0.635 4.912 -4.068
H 6.754 -8.519 -5.135
H 4.258 1.698 2.674
O -10.165 6.097 4.270
*
```

Calculated values
molecular weight = 1304.081 g mol⁻¹
maximum force = 4.62 eV Å⁻¹
energy = -160615.1718 eV
SMILES string = CCOP(=O)(OCC)OCC.CCOP(=O)(OCC)OCC.CCOP(=O)(OCC)OCC.CCOP(=O)(OCC)OCC.CCOP(=O)(OCC)OCC.O=C1OCCO1.O=C1OCCO1.O=C1OCCO1.O=C1OCCO1.CC#N
orbital gap = 10.061 eV

---

ORCA calculation (ωB97M-V/def2-TZVPD) on C4H5NO2 in the gas phase.

Geometry as ORCA input:
```
! RIJCOSX wB97M-V def2-TZVPD def2/J DEFGRID3
* xyz 0 1
O -0.743 1.465 -0.859
C 0.491 0.841 -0.848
C -1.468 0.731 -0.019
O -2.716 1.158 0.159
C 0.418 -0.215 -0.013
H 1.392 -1.475 1.408
C 1.483 -1.197 0.355
H 1.255 1.280 -1.469
N -0.874 -0.280 0.522
H 2.475 -0.765 0.196
H 1.413 -2.113 -0.241
H -3.126 0.570 0.809
*
```

Calculated values
molecular weight = 99.089 g mol⁻¹
maximum force = 0.30 eV Å⁻¹
energy = -9813.8755 eV
SMILES string = Cc1coc(O)n1
orbital gap = 9.539 eV

---

ORCA calculation (ωB97M-V/def2-TZVPD) on 4 unconnected molecules or ions with the total composition C16H28N4 in a non-equilibrium geometry.

Geometry as ORCA input:
```
! RIJCOSX wB97M-V def2-TZVPD def2/J DEFGRID3
* xyz 0 1
C 0.341 4.798 0.481
H -1.755 3.267 -2.006
H -4.199 -1.107 -0.056
N 0.043 5.548 1.297
H 1.257 -2.104 -2.550
H -4.792 -4.032 -2.283
C -0.200 2.645 -0.633
H -0.537 -1.608 -0.108
C -3.571 -3.068 -0.766
C 3.832 1.600 3.675
C 0.586 -2.482 -1.777
H -0.167 -3.117 -2.242
H -2.298 2.168 -0.775
H 0.177 1.939 -1.370
C 3.203 0.997 1.364
H 2.288 -2.784 -0.443
H 3.308 3.473 2.679
H -2.514 -2.828 -0.641
H -3.908 -3.517 0.169
H 3.227 0.825 4.148
C -1.637 3.019 -0.949
N 0.062 -4.446 1.063
C -0.025 -1.319 -1.029
C -3.857 -0.989 -2.099
H -5.398 -1.920 -1.079
H 0.748 4.400 -1.501
H 1.987 2.812 3.625
N 2.337 0.912 0.620
H -0.154 2.138 0.335
C 0.732 3.847 -0.553
C 4.297 1.102 2.311
H 1.761 3.539 -0.361
H 4.705 1.742 4.311
H -1.977 3.855 -0.339
C 3.069 2.934 3.597
H 4.807 0.139 2.371
N -3.462 -0.410 -3.010
C -4.330 -1.743 -0.931
H 1.903 -4.174 -1.432
H 3.344 3.571 4.437
H -3.451 -5.030 -1.664
H 0.703 -0.544 -0.779
H -0.760 -0.782 -1.638
C -3.757 -4.022 -1.938
H -3.135 -3.724 -2.785
H 5.033 1.796 1.891
C 0.675 -3.962 0.218
C 1.457 -3.353 -0.859
*
```

Calculated values
molecular weight = 276.428 g mol⁻¹
maximum force = 1.03 eV Å⁻¹
energy = -23005.8391 eV
SMILES string = CCCC#N.CCCC#N.CCCC#N.CCCC#N
orbital gap = 11.794 eV

---

It is found that the energy relative to the best compared isomer or geometry (same formula, charge and spin) values, taken in the order of the records, are 17.2, 74.7, 88.4, 46.9, 101.8, 10.1, 0.0 kcal/mol.